(1)
ORCA calculation (the ωB97M-V functional and the def2-TZVPD basis) on 2 unconnected molecules or ions with the total composition C6H14NO2.

Maximum force in eV/A: 4.5
HOMO energy (spin up / spin down) in eV: -12.535 / -12.536
Energy above the lowest of the compared OMol25 structures with the same formula, charge and spin in kcal per mole: 92.1
2S+1: 1
LUMO energy (spin up / spin down) in eV: -3.7323 / -3.7310
HOMO-LUMO gap (spin up / spin down) in Ha: 0.3235 / 0.3236
Total energy in eV: -12023.054
Total charge: +1

Each atom is followed by the atoms it is bonded to, with distances in Å.
Element x y z (Å)
1 C 2.49 -0.42 -0.60  O8 1.148, H10 1.112
2 C 0.00 -2.03 0.32  N7 1.481, H11 1.149, H12 1.063, H13 1.118
3 C -0.43 -0.65 -1.71  N7 1.539, H14 1.080, H15 1.015, H16 1.117
4 C -1.81 -0.46 0.35  N7 1.523, H17 1.162, H18 1.153, H19 1.107
5 C 1.14 2.70 0.28  O9 1.493, H20 1.067, H21 1.096, H22 1.152
6 C 0.54 0.40 0.28  N7 1.508, O9 1.377, H23 1.129
7 N -0.39 -0.69 -0.17  C2 1.481, C3 1.539, C4 1.523, C6 1.508
8 O 3.09 -1.14 0.07  C1 1.148
9 O 0.14 1.66 -0.11  C5 1.493, C6 1.377
10 H 2.82 0.22 -1.44  C1 1.112
11 H -0.14 -1.89 1.46  C2 1.149
12 H -0.76 -2.73 0.06  C2 1.063
13 H 1.07 -2.21 0.09  C2 1.118
14 H -1.29 -1.22 -2.03  C3 1.080
15 H -0.44 0.27 -2.14  C3 1.015
16 H 0.40 -1.26 -2.14  C3 1.117
17 H -1.72 0.30 1.22  C4 1.162
18 H -2.58 -0.02 -0.38  C4 1.153
19 H -2.17 -1.39 0.83  C4 1.107
20 H 0.98 3.05 1.27  C5 1.067
21 H 1.10 3.52 -0.44  C5 1.096
22 H 2.14 2.11 0.21  C5 1.152
23 H 0.62 0.26 1.40  C6 1.129

***

(2)
ORCA calculation (the ωB97M-V functional and the def2-TZVPD basis) on a gas-phase ion, C6H14NOS (charge +1).

Maximum force in eV/A: 6.1
HOMO energy in eV: -14.279
Energy above the lowest of the compared OMol25 structures with the same formula, charge and spin in kcal per mole: 73.9
2S+1: 1
LUMO energy in eV: -4.5346
HOMO-LUMO gap in Ha: 0.3581
Total energy in eV: -20811.845
Total charge: +1

Each atom is followed by the atoms it is bonded to, with distances in Å.
Element x y z (Å)
1 C -2.58 0.55 0.47  N7 1.288, H10 1.085, H11 1.012
2 C 1.65 -0.71 -1.04  C6 1.537, H12 1.082, H13 1.094, H14 1.110
3 C 1.91 -0.54 1.47  C6 1.479, H15 1.058, H16 1.078, H17 1.189
4 C -0.18 -1.72 0.44  C6 1.629, H18 1.165, H19 1.096, H20 1.177
5 C -1.71 1.82 -1.32  N7 1.465, H21 1.114, H22 1.167, H23 1.013
6 C 0.97 -0.56 0.33  C2 1.537, C3 1.479, C4 1.629, S9 1.892
7 N -1.53 1.09 -0.06  C1 1.288, C5 1.465, S9 2.008
8 O 0.89 2.05 -0.26  S9 1.417
9 S 0.32 1.18 0.71  C6 1.892, N7 2.008, O8 1.417
10 H -2.37 -0.11 1.30  C1 1.085
11 H -3.51 0.69 0.11  C1 1.012
12 H 2.36 -1.48 -0.76  C2 1.082
13 H 0.98 -1.11 -1.80  C2 1.094
14 H 2.18 0.25 -1.24  C2 1.110
15 H 1.76 -1.18 2.30  C3 1.058
16 H 1.83 0.46 1.88  C3 1.078
17 H 2.99 -0.61 0.99  C3 1.189
18 H -0.77 -1.56 1.44  C4 1.165
19 H -0.75 -1.68 -0.49  C4 1.096
20 H 0.41 -2.74 0.44  C4 1.177
21 H -1.52 1.11 -2.16  C5 1.114
22 H -0.75 2.47 -1.38  C5 1.167
23 H -2.59 2.33 -1.36  C5 1.013

***

(3)
ORCA calculation (the ωB97M-V functional and the def2-TZVPD basis) on a gas-phase ion, C6H14NS (charge -1).

Maximum force in eV/A: 1.4
HOMO energy in eV: -2.276
Energy above the lowest of the compared OMol25 structures with the same formula, charge and spin in kcal per mole: 18.8
2S+1: 1
LUMO energy in eV: 3.2851
HOMO-LUMO gap in Ha: 0.2044
Total energy in eV: -18774.370
Structure (SMILES): CCN(C)CCC[S-]
Total charge: -1

Each atom is followed by the atoms it is bonded to, with distances in Å.
Element x y z (Å)
1 C -1.22 1.01 2.19  C2 1.555, H9 1.097, H10 1.084, H11 1.093
2 C -0.13 1.59 1.25  C1 1.555, N3 1.434, H12 1.094, H13 1.098
3 N 0.06 0.91 0.00  C2 1.434, C4 1.450, C5 1.463
4 C -0.95 1.28 -0.97  N3 1.450, H14 1.084, H15 1.103, H16 1.098
5 C 0.55 -0.47 0.12  N3 1.463, C6 1.545, H17 1.094, H18 1.089
6 C 0.50 -1.23 -1.22  C5 1.545, C7 1.549, H19 1.087, H20 1.090
7 C 1.60 -2.32 -1.31  C6 1.549, S8 1.796, H21 1.095, H22 1.103
8 S 1.40 -3.39 -2.74  C7 1.796
9 H -1.57 0.05 1.78  C1 1.097
10 H -0.84 0.78 3.18  C1 1.084
11 H -2.15 1.57 2.19  C1 1.093
12 H -0.31 2.67 1.15  C2 1.094
13 H 0.81 1.59 1.81  C2 1.098
14 H -0.78 0.80 -1.93  C4 1.084
15 H -1.99 1.15 -0.63  C4 1.103
16 H -0.84 2.36 -1.14  C4 1.098
17 H -0.04 -1.04 0.83  C5 1.094
18 H 1.59 -0.41 0.45  C5 1.089
19 H 0.64 -0.58 -2.08  C6 1.087
20 H -0.47 -1.72 -1.29  C6 1.090
21 H 1.58 -2.84 -0.34  C7 1.095
22 H 2.56 -1.78 -1.28  C7 1.103